Entry 1:
46
Properties=species:S:1:pos:R:3 method="wB97M-V/def2-TZVPD" smiles="CCn1c(SCC(=O)n2nc(C)cc2C)nnc1-c1ccc2c(c1)OCO2" gap_ev=8.370 multiplicity=1
C -0.4350 -0.2593 2.2371
C -0.2883 1.1857 1.7739
N -0.1727 1.2672 0.3398
C 0.9556 1.6230 -0.3403
S 2.4055 2.1820 0.4447
C 3.6269 1.6265 -0.7962
C 4.4271 0.4872 -0.2172
O 5.5830 0.5822 0.1124
N 3.7117 -0.6903 -0.0753
N 2.4356 -0.7854 -0.5107
C 2.0459 -2.0135 -0.2836
C 0.6933 -2.4911 -0.6630
C 3.0917 -2.7556 0.3306
C 4.1441 -1.8938 0.4506
C 5.4978 -2.0953 1.0106
N 0.7916 1.4872 -1.6282
N -0.4359 1.0084 -1.8222
C -1.0314 0.8727 -0.6607
C -2.3833 0.3536 -0.5376
C -2.8091 -0.5422 -1.5175
C -4.0848 -1.0917 -1.5100
C -4.9241 -0.7115 -0.4896
C -4.5122 0.1988 0.4855
C -3.2556 0.7473 0.4879
O -5.5377 0.4147 1.3675
C -6.6121 -0.3802 0.9128
O -6.2141 -1.0910 -0.2399
H -0.4866 -0.2920 3.3218
H 0.4235 -0.8404 1.9089
H -1.3383 -0.7053 1.8276
H -1.1324 1.7905 2.1140
H 0.6254 1.6193 2.1900
H 3.0432 1.3320 -1.6671
H 4.2906 2.4626 -1.0097
H 0.1400 -1.6835 -1.1339
H 0.1492 -2.8439 0.2124
H 0.7782 -3.3209 -1.3630
H 3.0563 -3.7830 0.6304
H 6.2553 -1.9155 0.2489
H 5.6856 -1.3915 1.8204
H 5.5915 -3.1121 1.3831
H -2.1191 -0.7972 -2.3051
H -4.4072 -1.7838 -2.2690
H -2.9860 1.4721 1.2352
H -6.9044 -1.0911 1.7019
H -7.4716 0.2652 0.6700

Entry 2:
16
Properties=species:S:1:pos:R:3 method="wB97M-V/def2-TZVPD" smiles=C[C@@H](O)[C@@H](C)C#N gap_ev=11.515 multiplicity=1
C -0.8746 -0.4461 -1.2858
C -0.9729 -0.1017 0.2116
O -1.4500 -1.1094 1.1105
C 0.3198 0.6104 0.7537
C 1.5143 -0.2813 0.4310
C 0.4683 1.9168 0.0813
N 0.5854 2.9259 -0.4669
H -0.4360 0.4149 -1.8240
H -1.8672 -0.5975 -1.7418
H -0.3199 -1.3588 -1.4672
H -1.7794 0.6056 0.0810
H -0.8823 -1.8901 1.2353
H 0.3249 0.8345 1.8349
H 2.4421 0.1763 0.7684
H 1.5643 -0.4517 -0.6465
H 1.3631 -1.2478 0.9245

Entry 3:
77
Properties=species:S:1:pos:R:3 method="wB97M-V/def2-TZVPD" charge=+2 gap_ev="6.078 / 6.073" multiplicity=3 s2=2.016
W 11.9629 9.9491 11.6120
I 18.0018 9.3357 16.1791
C 16.2388 9.9073 15.2743
C 15.1135 9.4539 15.9178
C 13.8590 9.6156 15.3464
I 12.2823 8.6978 16.4020
C 13.7308 10.1544 14.0654
O 12.4539 10.2303 13.4484
C 14.8802 10.5449 13.4066
C 14.8492 11.0915 12.0241
N 14.1754 10.2635 11.0471
C 14.2156 10.9808 9.7455
C 13.1159 10.5236 8.8743
C 13.3426 10.3671 7.4779
C 12.2832 9.9929 6.6823
C 11.0976 9.6294 7.2277
C 10.9882 9.7045 8.5866
N 11.9604 10.1327 9.4120
C 16.1544 10.4917 14.0089
H 15.1687 8.8229 16.7494
H 15.8996 11.2513 11.6462
H 14.3432 12.0587 11.9677
H 14.5984 9.3175 10.9841
H 15.1651 11.0076 9.2088
H 13.9507 12.0076 10.0420
H 14.2433 10.6589 7.0290
H 12.4295 10.1199 5.6220
H 10.1845 9.3436 6.7105
H 10.1122 9.3227 8.9717
H 17.0537 10.8186 13.4731
F 7.0238 15.4005 11.5941
C 7.7019 14.2996 11.6547
C 6.9080 13.2554 12.1355
F 5.6507 13.3752 12.3563
C 7.5728 12.0302 12.4288
F 6.8465 11.0382 12.8388
C 8.9318 11.7916 12.0720
P 9.5243 10.0694 12.0505
C 8.5466 9.4173 10.6777
C 8.6381 8.0210 10.4470
C 7.9353 7.4285 9.4037
C 7.0417 8.2142 8.6897
C 7.0634 9.6094 8.6841
C 7.8340 10.1959 9.7584
C 8.7894 9.2821 13.5514
C 7.7487 8.3856 13.4357
C 7.1720 7.8673 14.6003
C 7.7079 8.2992 15.8271
C 8.7734 9.1334 15.9307
C 9.3100 9.6439 14.7897
C 9.6034 12.8854 11.5980
Br 11.4798 12.8259 11.1297
C 9.0770 14.1438 11.4343
F 9.7641 15.2081 11.0039
H 9.3901 7.4241 11.0689
H 7.9513 6.3823 9.2373
H 6.3514 7.7439 8.0300
H 6.3786 10.1795 8.0683
H 7.9534 11.3116 9.8885
H 7.2847 8.1146 12.4474
H 6.3554 7.1722 14.5225
H 7.2847 7.8982 16.6845
H 9.2352 9.3255 16.9061
H 10.1355 10.3990 14.8122
C 11.2640 6.5417 12.6423
Si 12.3019 7.4295 11.4264
C 14.1551 7.2169 11.9440
C 12.1993 6.8187 9.6263
H 11.2685 5.5148 12.5311
H 10.1909 6.9383 12.6408
H 11.5593 6.6915 13.6929
H 14.8191 6.9991 11.0294
H 14.1215 6.2647 12.4663
H 14.6115 7.9679 12.6255
H 11.2224 6.8300 9.1115
H 12.4790 5.7600 9.7337
H 13.0292 7.3257 9.1590

Entry 4:
10
Properties=species:S:1:pos:R:3 method="wB97M-V/def2-TZVPD" smiles="N[SiH]=S.OS" gap_ev=9.103 multiplicity=1
N -1.2542 0.0420 -1.1116
Si -0.4351 -1.3521 -0.4614
S 1.1519 -2.2077 -1.2582
H -1.0646 0.2126 -2.1693
H -1.8701 0.6949 -0.7438
H -1.2217 -1.9600 0.6391
O 2.4580 0.4015 0.4873
S 1.9010 1.9380 0.5339
H 3.1409 0.0918 -0.0717
H 3.0557 2.7008 0.6234

Entry 5:
40
Properties=species:S:1:pos:R:3 method="wB97M-V/def2-TZVPD" charge=-1 gap_ev="5.706 / 6.648" multiplicity=6 s2=8.776
Ru 1.2845 0.3985 -0.1608
O 0.4033 2.4901 0.3708
N 1.2161 3.4751 0.0620
C 1.2902 4.5144 0.9198
C 2.0813 5.6032 0.6714
C 2.8380 5.6181 -0.5008
C 2.7689 4.5481 -1.3553
C 1.9501 3.4300 -1.0930
S 1.8376 2.0617 -2.1072
H 0.6753 4.3934 1.7974
H 2.1114 6.4135 1.3862
H 3.4828 6.4583 -0.7279
H 3.3562 4.5140 -2.2621
C -4.4726 -0.2086 0.5195
C -3.5599 0.7149 -0.0456
C -2.2139 0.4941 0.0407
C -1.6856 -0.6593 0.6895
C -0.2656 -0.8782 0.7574
C 0.1379 -2.0267 1.4108
C -0.7746 -2.9560 1.9746
C -2.1213 -2.7426 1.8997
C -2.6133 -1.5804 1.2541
C -4.0085 -1.3242 1.1539
H -5.5391 -0.0253 0.4511
H -3.9329 1.6019 -0.5443
H -1.5119 1.2108 -0.3697
H 1.2004 -2.2216 1.5223
H -0.3965 -3.8395 2.4815
H -2.8263 -3.4434 2.3369
H -4.7015 -2.0361 1.5921
C 1.6948 -4.7232 -1.6597
C 0.5947 -3.6588 -1.7191
C 1.1338 -2.3045 -1.8337
N 1.5288 -1.2300 -1.7836
H 1.2529 -5.7022 -1.4812
H 2.3928 -4.5056 -0.8521
H 2.2550 -4.7593 -2.5938
H -0.0067 -3.6613 -0.8070
H -0.0824 -3.8323 -2.5547
Se 3.2257 0.3791 1.1594

Entry 6:
72
Properties=species:S:1:pos:R:3 method="wB97M-V/def2-TZVPD" charge=+4 gap_ev=7.760 multiplicity=1
Y -0.6624 -0.2891 -0.0770
C 2.0076 -2.4089 2.1092
C 2.0381 -1.5061 3.1642
C 0.8609 -0.9221 3.6258
C -0.3575 -1.2809 3.0641
C -0.3947 -2.2005 2.0095
C 0.7958 -2.7494 1.5229
H 2.9152 -2.9079 1.7923
H 2.9718 -1.2939 3.6715
H 0.8845 -0.2496 4.4734
H -1.2765 -0.9041 3.4902
H -1.3445 -2.6118 1.6754
H 0.7648 -3.5110 0.7510
C -2.1275 0.3823 -3.7456
C -3.1275 0.9762 -2.7622
S -3.3506 0.1828 -1.1602
C -4.1132 -1.4207 -1.4928
C -3.2351 -2.4798 -2.1394
S -1.6947 -2.7677 -1.2173
C -0.4641 -2.9842 -2.5232
C -0.4126 -1.8988 -3.5972
S -0.5416 -0.1719 -3.0253
H -1.8832 1.1310 -4.4987
H -2.5477 -0.4666 -4.2806
H -4.1057 1.0422 -3.2436
H -2.8553 2.0020 -2.5056
H -5.0036 -1.2538 -2.1022
H -4.4763 -1.7532 -0.5178
H -2.9772 -2.2117 -3.1598
H -3.7713 -3.4283 -2.1762
H -0.6212 -3.9551 -2.9965
H 0.4853 -3.0601 -1.9874
H -1.1961 -2.0377 -4.3402
H 0.5229 -1.9952 -4.1479
N -2.6495 2.8073 2.3957
C -3.4712 1.7950 2.8950
C -4.5354 1.8301 3.7911
C -5.1611 0.6255 4.0314
C -4.7468 -0.5655 3.4045
C -3.6849 -0.5850 2.5242
C -3.0365 0.6267 2.2783
N -1.9541 0.9336 1.4401
C -1.7941 2.2468 1.5334
C -0.8315 2.9332 0.6747
C -0.5372 4.2541 0.5709
S 0.5929 4.4970 -0.6844
C 0.6185 2.8393 -0.9995
N -0.1606 2.1166 -0.2218
H -2.7213 3.7891 2.6178
H -4.8633 2.7435 4.2678
H -5.9964 0.5924 4.7173
H -5.2759 -1.4825 3.6246
H -3.3739 -1.5162 2.0624
H -0.9238 5.0879 1.1361
H 1.2396 2.4126 -1.7736
N 4.7885 1.5141 0.7607
C 4.0077 0.2123 0.7526
P 3.0611 0.0765 -0.8356
O 3.3660 1.3435 -1.5667
O 1.6639 -0.3801 -0.4906
C 3.8124 -1.2605 -1.8752
N 4.6203 -0.6541 -3.0016
H 5.7958 1.3644 0.8549
H 4.5107 2.1197 1.5349
H 4.6029 2.0112 -0.1319
H 3.3186 0.2174 1.5938
H 4.7125 -0.6037 0.9059
H 3.0245 -1.8560 -2.3321
H 4.4720 -1.9394 -1.3350
H 4.1112 0.1202 -3.4419
H 4.8626 -1.3511 -3.7125
H 5.4956 -0.2433 -2.6690

Entry 7:
17
Properties=species:S:1:pos:R:3 method="wB97M-V/def2-TZVPD" smiles=CSC.CC gap_ev=9.430 multiplicity=1
C -0.3617 0.0613 2.0427
S 0.6083 1.5263 1.5361
C 0.2466 1.6822 -0.2047
H 0.2635 -0.8071 1.8734
H -0.5574 0.2775 3.0903
H -1.3162 0.0378 1.5342
H 0.6566 2.6345 -0.5204
H -0.8339 1.6653 -0.3883
H 0.4792 0.8556 -0.8786
C 0.2738 -1.9035 -2.4188
C -1.1639 -2.4397 -2.1615
H 0.3124 -1.3845 -3.3662
H 0.5288 -1.2010 -1.6278
H 1.0001 -2.7114 -2.3657
H -1.8566 -2.0408 -2.8968
H -1.5054 -2.1088 -1.1830
H -1.1107 -3.5225 -2.1705

Entry 8:
49
Properties=species:S:1:pos:R:3 method="wB97M-V/def2-TZVPD" smiles="Cc1cccc(NC(=O)NC[C@H](c2cccnc2)N2CCOCC2)c1" gap_ev=8.734 multiplicity=1
C 4.9652 1.1611 -5.1826
C 3.7337 0.4218 -4.7531
C 2.9208 -0.1934 -5.6993
C 1.7884 -0.8797 -5.3035
C 1.4402 -0.9694 -3.9675
C 2.2447 -0.3597 -3.0124
N 1.9621 -0.3939 -1.6430
C 0.9528 -1.0624 -0.9935
O 0.0972 -1.7299 -1.5284
N 1.0409 -0.9374 0.3762
C -0.0532 -1.3944 1.2021
C -1.1801 -0.3462 1.2825
C -0.6949 0.9826 1.8206
C 0.1078 1.1017 2.9519
C 0.4571 2.3623 3.4086
C -0.0089 3.4687 2.7156
N -0.7644 3.3733 1.6354
C -1.0943 2.1693 1.2077
N -2.3350 -0.8815 1.9963
C -3.5668 -0.1612 1.7229
C -4.7391 -0.9607 2.2938
O -4.5971 -1.1633 3.6799
C -3.3907 -1.8322 3.9531
C -2.1856 -1.0462 3.4304
C 3.3855 0.3319 -3.4164
H 4.7109 1.9312 -5.9093
H 5.6689 0.4775 -5.6563
H 5.4572 1.6312 -4.3348
H 3.1812 -0.1308 -6.7457
H 1.1621 -1.3544 -6.0442
H 0.5598 -1.5065 -3.6602
H 2.6388 0.0879 -1.0682
H 1.5783 -0.1711 0.7532
H 0.3454 -1.6458 2.1856
H -0.4590 -2.2950 0.7389
H -1.5179 -0.1897 0.2504
H 0.4622 0.2249 3.4747
H 1.0762 2.4807 4.2848
H 0.2322 4.4747 3.0323
H -1.7111 2.1453 0.3174
H -3.6914 -0.0644 0.6430
H -3.5634 0.8462 2.1749
H -5.6773 -0.4210 2.1562
H -4.7925 -1.9316 1.7792
H -3.3378 -1.9412 5.0377
H -3.3987 -2.8267 3.4822
H -1.2790 -1.6124 3.6437
H -2.1416 -0.0762 3.9567
H 4.0101 0.8058 -2.6696

One value per record, in order, for M: 385.45; 99.13; 1135.23; 127.27; 488.44; 673.72; 92.21; 340.43 g/mol.
One value per record, in order, for energy relative to the best compared isomer or geometry (same formula, charge and spin): 1.948; 1.399; 1.143; 1.746; 0.142; 0.000; 0.460; 0.936 eV.